This record from the Open Molecules 2025 dataset describes C6H15N in the gas phase. The level of theory is ωB97M-V with the def2-TZVPD basis set.

XYZ file:
```
22
Properties=species:S:1:pos:R:3:forces:R:3
C -0.95807 -1.09488 -2.93012 1.1 1.7 -0.4
C -0.01612 -0.40939 -1.89648 -0.4 -1.3 0.1
N -0.64593 -0.27556 -0.58209 0.9 0.5 -0.7
C 0.32070 -0.11850 2.99395 0.4 -0.2 -0.3
C -0.59170 0.06466 1.75114 2.9 0.1 0.6
C 0.32566 0.08701 0.49338 -2.3 0.1 -0.3
C 1.10073 1.38077 0.23963 -1.1 0.1 -0.5
H -1.26974 -0.24630 -3.56198 -0.2 -0.5 -0.2
H -1.86318 -1.47286 -2.48310 0.1 -0.8 0.1
H -0.34902 -1.75755 -3.57452 -0.8 -0.1 0.4
H 0.32220 0.49190 -2.40982 0.3 0.4 0.5
H 0.86851 -1.03228 -1.68181 -0.2 0.1 -0.4
H -1.43604 0.36756 -0.60526 0.3 0.0 0.1
H 0.56196 -1.18282 3.09226 -0.3 0.1 0.3
H 1.32283 0.32061 2.84963 -0.5 0.3 0.1
H -0.12084 0.26724 3.91328 0.1 -0.2 0.0
H -1.13280 1.00531 1.84024 -0.5 -0.2 -0.2
H -1.15189 -0.85332 1.66647 -0.9 0.3 -0.1
H 0.99458 -0.76395 0.51965 0.4 -0.2 0.3
H 0.40387 2.18626 -0.00405 -0.4 0.1 0.4
H 1.69137 1.72389 1.08280 0.4 -0.2 -0.1
H 1.62290 1.31222 -0.71321 0.8 -0.2 0.4
```
Positions in Å, forces in eV/Å.

Output
* Kohn-Sham gap: 0.363 hartree
* molar mass: 101.193 u
* structure (SMILES): CCN[C@@H](C)CC
* electronic energy: -7954.698 eV

This record from the Open Molecules 2025 dataset describes a molecular structure, C6H15N. The level of theory is ωB97M-V with the def2-TZVPD basis set.

XYZ file:
```
22
Properties=species:S:1:pos:R:3:forces:R:3
C -0.98084 1.41948 -1.01037 0.5 0.5 -1.0
C -1.64772 1.98261 0.21550 1.4 0.2 0.9
C -0.71038 0.03980 -1.11922 -3.8 -5.4 1.7
N -0.47684 -0.87022 -0.14479 2.1 2.2 -1.9
C 0.43046 -0.72970 2.17088 -0.4 0.1 -0.3
C 0.64690 -0.37508 0.69467 -0.5 -0.3 1.3
C 1.96209 -0.99287 0.19093 -0.9 -0.2 -0.4
H -1.12991 -0.44665 -2.00381 0.3 0.3 -0.6
H -1.31683 1.85124 -1.94658 0.4 -0.1 -0.1
H -2.11393 1.16651 0.77706 0.1 -0.1 -0.1
H -0.94738 2.46997 0.91252 -0.3 -0.1 -0.1
H -2.40262 2.71809 -0.05188 0.1 0.0 -0.2
H 2.02182 -2.54300 -5.14890 -0.1 0.2 0.1
H 2.29011 -3.19801 -5.34930 0.1 -0.2 -0.1
H 0.23022 0.93250 -1.27489 0.0 2.6 0.3
H 1.21696 -0.37210 2.83714 0.1 0.0 -0.2
H -0.51383 -0.29760 2.51280 0.0 -0.1 0.0
H 0.35108 -1.81397 2.25093 0.0 0.0 0.1
H 0.71799 0.71107 0.61382 0.2 0.2 0.2
H 2.04029 -0.79128 -0.87847 0.3 0.1 0.0
H 2.81785 -0.60870 0.73882 0.1 0.0 0.0
H 1.89012 -2.08146 0.27187 0.1 0.1 0.2
```
Positions in Å, forces in eV/Å.

Output
* Kohn-Sham gap: 0.309 hartree
* molar mass: 101.193 u
* electronic energy: -7950.555 eV

This record from the Open Molecules 2025 dataset describes C6H15N in the gas phase. The level of theory is ωB97M-V with the def2-TZVPD basis set.

XYZ file:
```
22
Properties=species:S:1:pos:R:3:forces:R:3
C 0.11674 -1.50891 -0.10415 -0.1 0.4 0.5
N -0.42977 -0.20061 0.17725 -0.1 0.0 0.2
C -1.25256 0.40824 -0.83890 -0.3 -0.7 0.1
C -1.73420 1.76694 -0.40777 0.0 0.6 0.8
C -0.66388 2.82594 -0.57178 0.3 0.3 -0.1
C 1.07470 -1.93181 1.01234 0.4 0.8 -0.6
C 2.52772 -1.51227 0.77816 0.4 -0.5 -0.3
H -0.69044 -2.21258 -0.09778 -0.8 -0.5 -0.1
H 0.51068 -1.54894 -1.12536 0.6 -0.1 0.0
H 0.10777 0.39334 0.78401 0.2 0.2 -0.3
H -2.08565 -0.29514 -0.97300 -0.2 0.2 -0.2
H -0.76294 0.47770 -1.82312 0.2 0.1 0.0
H -2.04178 1.73883 0.64226 -0.1 -0.3 0.0
H -2.59446 2.14964 -0.95628 -0.2 -0.5 -0.2
H -0.97282 3.78272 -0.15246 -0.1 0.1 0.0
H 0.31027 2.59514 -0.13704 -0.1 -0.2 0.1
H -0.52200 2.94812 -1.63750 0.3 0.3 -0.3
H 1.03223 -2.99903 1.19161 0.0 -0.2 -0.1
H 0.70656 -1.44473 1.91104 -0.1 -0.1 0.3
H 3.17808 -2.10338 1.42786 0.1 0.3 0.1
H 2.75617 -0.45350 0.90754 -0.3 0.0 0.3
H 2.86079 -1.73773 -0.24086 -0.2 -0.1 0.0
```
Positions in Å, forces in eV/Å.

Output
* Kohn-Sham gap: 0.344 hartree
* molar mass: 101.193 u
* structure (SMILES): CCCNCCC
* electronic energy: -7954.969 eV